Entry 1:
Molecular formula: C10H12N2OS2
Method: DFT, ωB97M-V/def2-TZVPD

Structure (XYZ):
```
27
Properties=species:S:1:pos:R:3
C -3.552 -0.627 -0.221
C -3.842 -1.410 -1.416
C -2.307 -0.105 -0.029
C -2.856 -1.534 -2.381
C -1.249 -0.552 -0.819
C -1.522 -1.213 -2.021
C 3.556 0.734 1.151
C 0.063 -0.153 -0.312
C 0.401 -0.566 1.093
C 3.210 3.007 2.576
N 1.211 -0.296 -1.253
N 0.805 0.934 -1.070
O -0.642 -1.708 -2.960
S 3.763 -0.624 0.342
S 4.356 1.672 2.249
H -4.333 -0.196 0.367
H -4.826 -1.701 -1.496
H -2.043 0.441 0.900
H -2.966 -1.943 -3.464
H 0.859 -1.544 1.198
H -0.485 -0.709 1.812
H 1.199 0.196 1.467
H 2.394 2.693 3.220
H 2.655 3.276 1.682
H 3.665 3.881 3.010
H 2.237 -0.490 -0.907
H 0.249 -1.462 -2.719
```

As for the gap between HOMO and LUMO (spin up / spin down): 6.987 / 6.534 eV. The energy above the lowest of the compared OMol25 structures with the same formula, charge and spin comes out at 0.274 eV. As for the LUMO energy (spin up / spin down): -0.615 / -1.585 eV. Its HOMO energy (spin up / spin down) is -0.27937 / -0.29837 Eh. As for the charge: 0. As for the spin multiplicity: 3. The calculation puts the total energy at -37256.592 eV.

=====

Entry 2:
Molecular formula: C10H12N4O2
Method: DFT, ωB97M-V/def2-TZVPD

Structure (XYZ):
```
28
Properties=species:S:1:pos:R:3
C -1.988 -0.447 -2.059
C -2.476 -0.358 -0.646
N -3.070 -1.376 -0.182
O -3.579 -1.296 1.114
C -2.339 0.965 0.022
C -3.628 1.624 0.404
N -1.281 1.626 0.263
N -0.017 1.174 0.042
C 0.488 -0.077 0.205
O -0.164 -1.084 0.399
C 1.983 -0.081 0.122
C 2.667 -1.293 0.149
C 4.049 -1.271 0.070
C 4.691 -0.047 -0.035
C 3.916 1.105 -0.056
N 2.599 1.094 0.020
H -0.929 -0.206 -2.114
H -2.149 -1.454 -2.433
H -2.532 0.266 -2.678
H -3.820 -2.209 1.320
H -4.291 1.679 -0.459
H -3.432 2.621 0.787
H -4.121 1.026 1.168
H 0.677 1.917 0.059
H 2.105 -2.209 0.233
H 4.615 -2.191 0.090
H 5.766 0.016 -0.097
H 4.369 2.085 -0.136
```

As for the gap between HOMO and LUMO: 9.086 eV. The energy above the lowest of the compared OMol25 structures with the same formula, charge and spin comes out at 0.062 eV. As for the LUMO energy: 0.171 eV. Its HOMO energy is -0.32764 Eh. As for the charge: 0. The calculation puts the total energy at -20617.901 eV. The SMILES is CC(=N/O)/C(C)=N\NC(=O)c1ccccn1.

=====

Entry 3:
Molecular formula: C10H12NO
Method: DFT, ωB97M-V/def2-TZVPD

Structure (XYZ):
```
24
Properties=species:S:1:pos:R:3
C 0.811 0.194 -2.901
C 1.663 -0.821 -2.490
C -0.121 0.732 -2.029
C 1.600 -1.316 -1.197
C -0.191 0.246 -0.730
C 0.678 -0.773 -0.319
C -1.103 0.674 0.325
C -2.173 1.451 0.229
C 0.493 -1.228 1.082
C -0.026 1.055 2.481
N -0.681 0.095 1.595
O -0.091 -2.388 1.334
H 0.877 0.568 -3.911
H 2.386 -1.229 -3.177
H -0.777 1.524 -2.353
H 2.255 -2.112 -0.876
H -2.790 1.689 1.078
H -2.466 1.875 -0.713
H 1.311 -1.050 1.779
H 0.408 0.542 3.338
H 0.756 1.580 1.933
H -0.749 1.787 2.843
H -1.445 -0.377 2.084
H -0.625 -2.719 0.594
```

As for the gap between HOMO and LUMO: 9.378 eV. The energy above the lowest of the compared OMol25 structures with the same formula, charge and spin comes out at 0.000 eV. As for the LUMO energy: -3.484 eV. Its HOMO energy is -0.47269 Eh. As for the charge: +1. The calculation puts the total energy at -14095.095 eV.